Model 1:
C3HO3S | ωB97M-V/def2-TZVPD

Last column: Mulliken charge in e.
Cartesian coordinates (Å):
O (-0.10, -2.06, -1.21)  -0.64
S (-1.75, 1.11, 0.82)  -0.28
O (-0.66, -0.48, 2.78)  -0.55
O (-2.15, -1.35, -0.71)  -0.50
H (0.46, 0.45, -0.22)  0.35
C (-0.33, 0.01, 0.31)  -0.31
C (-0.65, -0.06, 1.65)  0.33
C (-0.99, -1.38, -0.75)  0.60

Output
Lowest unoccupied orbital energy, eV: 3.554
Net charge: -1
SMILES: O=C([O-])[C@H]1SC1=O
HOMO, eV: -3.99
Orbital gap, eV: 7.54



Model 2:
C3HO3S | ωB97M-V/def2-TZVPD

Last column: Mulliken charge in e.
Cartesian coordinates (Å):
S (-1.35, -2.99, -1.06)  -0.32
H (0.53, 0.34, 0.25)  0.15
O (0.07, 0.84, -2.40)  -0.58
O (-2.53, -0.66, -0.37)  -0.39
O (1.22, -1.70, -0.03)  -0.76
C (0.66, -0.62, -0.40)  -0.27
C (-1.87, -1.59, -0.67)  0.54
C (0.26, 0.03, -1.52)  0.62

Output
Lowest unoccupied orbital energy, eV: 3.358
Net charge: -1
HOMO, eV: -2.01
Orbital gap, eV: 5.37



Short version: model 1 is the most stable of them.



Model 1:
C7H8N3O | ωB97M-V/def2-TZVPD

Last column: Mulliken charge in e.
Cartesian coordinates (Å):
O (0.24, 0.90, 0.13)  -0.27
H (2.43, 2.12, -0.70)  0.30
C (2.54, 1.42, 0.12)  -1.14
C (-2.05, 1.18, -0.23)  -0.45
H (-2.93, -2.46, 0.31)  0.41
N (2.76, -1.56, -0.24)  -0.52
C (-3.63, -0.44, -0.02)  -0.21
N (1.63, -0.89, -0.19)  0.00
H (-4.67, -0.70, 0.03)  0.39
N (-3.27, 0.79, -0.22)  -0.44
C (-1.39, -0.96, 0.25)  0.21
H (2.65, -2.55, -0.39)  0.26
C (-0.93, 0.30, 0.06)  0.92
H (-1.81, 2.21, -0.47)  0.41
C (-2.63, -1.44, 0.19)  -0.65
H (3.53, 0.99, 0.07)  0.40
H (3.60, -1.23, 0.22)  0.25
C (1.50, 0.36, 0.03)  0.77
H (2.43, 1.98, 1.05)  0.32

Output
Lowest unoccupied orbital energy (spin up / spin down), eV: -7.480 / -5.022
Net charge: +1
HOMO (spin up / spin down), eV: -12.39 / -13.35
Orbital gap (spin up / spin down), eV: 4.91 / 8.33



Model 2:
C7H8N3O | ωB97M-V/def2-TZVPD

Last column: Mulliken charge in e.
Cartesian coordinates (Å):
H (-0.94, 0.34, 0.87)  0.47
C (2.37, 0.51, -0.09)  -0.50
H (3.16, -0.19, -2.01)  0.40
H (0.74, -1.01, -2.71)  0.45
H (4.20, 0.00, 3.50)  -0.23
H (1.29, 1.27, 1.65)  0.31
C (1.02, -0.49, -1.83)  -0.38
H (3.20, 0.90, 0.38)  0.47
H (-6.09, 0.93, -0.18)  0.44
C (1.15, 0.67, 0.70)  -0.40
C (-0.10, 0.29, 0.27)  -0.51
C (-0.10, -0.28, -1.03)  0.88
C (2.29, -0.02, -1.38)  -0.52
N (-1.22, -1.02, -1.26)  0.39
O (-5.64, 0.07, 0.19)  -0.43
C (-4.45, -0.13, 0.02)  0.37
H (4.73, -0.12, 4.08)  0.24
N (-3.32, -0.30, -0.11)  -0.14
N (-2.28, -1.42, -1.07)  -0.29

Output
Lowest unoccupied orbital energy, eV: -4.728
Net charge: +1
HOMO, eV: -13.66
Orbital gap, eV: 8.93



Short version: model 2 is the most stable of them.



Model 1:
C3H3NO2S | ωB97M-V/def2-TZVPD

Last column: Mulliken charge in e.
Cartesian coordinates (Å):
H (-2.20, -1.50, -0.50)  0.33
N (-0.95, 0.59, 0.12)  -0.40
S (-0.35, 2.04, 0.73)  -0.11
C (1.25, -0.75, 0.05)  0.10
C (-0.21, -0.34, -0.30)  0.56
H (1.00, 1.57, 0.67)  0.26
O (-0.53, -2.56, -1.10)  -0.49
H (1.53, -1.86, 0.21)  0.31
C (-1.05, -1.53, -0.69)  -0.07
O (2.03, 0.17, 0.19)  -0.50

Output
Lowest unoccupied orbital energy, eV: -1.001
Net charge: 0
SMILES: O=CC(C=O)=NS
HOMO, eV: -9.75
Orbital gap, eV: 8.75



Model 2:
C3H3NO2S | ωB97M-V/def2-TZVPD

Last column: Mulliken charge in e.
Cartesian coordinates (Å):
C (-0.35, -0.09, -0.11)  -0.10
S (0.97, 0.60, -1.98)  -0.30
H (0.71, 1.25, 1.46)  0.27
O (3.09, 0.63, 0.98)  -0.38
C (0.30, 0.39, 1.02)  0.07
H (2.01, 0.28, -1.11)  0.02
O (4.64, -0.96, 0.33)  -0.34
C (3.87, -0.15, 0.56)  0.76
H (-1.36, -0.36, -0.21)  0.35
N (0.48, -0.86, 0.75)  -0.35

Output
Lowest unoccupied orbital energy, eV: 0.015
Net charge: 0
HOMO, eV: -9.00
Orbital gap, eV: 9.02



Short version: model 1 is the most stable of them.



Model 1:
H3NOP | ωB97M-V/def2-TZVPD

Last column: Mulliken charge in e.
Cartesian coordinates (Å):
O (-2.49, -0.06, 0.12)  -0.78
H (-0.64, -0.62, -1.22)  0.02
P (-0.95, 0.25, -0.09)  0.32
N (0.15, 1.50, 0.10)  -0.68
H (-0.57, -0.89, 0.64)  -0.03
H (-0.16, 1.94, -0.75)  0.15

Output
Lowest unoccupied orbital energy, eV: 5.131
Net charge: -1
SMILES: N=[PH2][O-]
HOMO, eV: -3.78
Orbital gap, eV: 8.92



Model 2:
H3NOP | ωB97M-V/def2-TZVPD

Last column: Mulliken charge in e.
Cartesian coordinates (Å):
H (1.60, 1.18, 0.11)  -0.04
P (1.24, -0.34, -0.30)  -0.20
N (-1.83, -0.35, -0.40)  -0.45
O (-0.65, -0.43, 0.20)  -0.39
H (1.71, -0.65, 1.08)  -0.01
H (-2.06, 0.59, -0.69)  0.08

Output
Lowest unoccupied orbital energy (spin up / spin down), eV: 4.846 / 5.075
Net charge: -1
SMILES: [NH-]OP
HOMO (spin up / spin down), eV: -2.02 / -0.81
Orbital gap (spin up / spin down), eV: 6.87 / 5.88



Short version: model 1 is the most stable of them.



Model 1:
C5H16O3 | ωB97M-V/def2-TZVPD

Last column: Mulliken charge in e.
Cartesian coordinates (Å):
H (1.75, 1.22, 1.17)  0.34
C (0.07, 0.46, 0.43)  -0.05
O (0.09, -3.15, 5.77)  -0.64
C (0.74, 1.27, 1.46)  -1.24
O (0.73, 5.54, -3.25)  -0.65
H (0.19, 2.22, 1.60)  0.30
C (0.65, -0.59, -0.17)  -0.47
H (-0.89, 0.88, 0.18)  0.31
H (1.00, -3.16, 5.44)  0.32
H (-0.29, -2.41, 5.27)  0.32
H (-0.32, -2.23, -0.85)  0.26
H (1.67, -1.15, 0.01)  0.31
H (1.98, -0.66, -2.09)  0.30
H (0.67, 0.98, 2.48)  0.29
C (-0.06, -1.25, -1.30)  -0.20
H (-0.94, -0.77, -1.61)  0.26
H (-4.41, -0.35, 0.57)  0.32
H (1.28, 5.21, -2.46)  0.33
H (1.19, -2.45, -2.55)  0.25
C (1.06, -1.36, -2.41)  -1.04
O (-4.45, -1.00, -0.14)  -0.63
H (-3.53, -1.08, -0.26)  0.32
H (1.17, 4.99, -3.93)  0.32
H (0.65, -1.18, -3.36)  0.36

Output
Lowest unoccupied orbital energy, eV: 0.386
Net charge: 0
SMILES: C/C=C/CC.O.O.O
HOMO, eV: -9.23
Orbital gap, eV: 9.61



Model 2:
C5H16O3 | ωB97M-V/def2-TZVPD

Last column: Mulliken charge in e.
Cartesian coordinates (Å):
H (-2.65, -2.06, -0.38)  0.35
C (1.12, 0.52, 0.49)  -1.64
H (1.17, 1.58, 0.74)  0.53
C (-0.31, 0.31, -0.11)  -0.37
O (1.44, 2.27, -2.34)  -0.61
C (-0.49, -1.60, 1.52)  -1.60
H (1.54, -2.17, -2.73)  0.31
H (1.98, 0.27, -0.13)  0.29
H (2.07, 2.21, -3.07)  0.32
H (0.48, -2.09, 1.42)  0.40
H (-0.62, 1.01, -0.87)  0.44
H (0.01, 1.39, 2.51)  0.29
H (1.27, -0.59, -3.11)  0.33
H (1.98, 2.26, -1.55)  0.31
C (-0.97, -0.77, 0.33)  1.24
H (-2.84, -0.31, -0.59)  0.37
H (-0.44, -1.03, 2.44)  0.37
H (1.26, -0.07, 1.39)  0.43
H (-1.24, -2.38, 1.69)  0.37
C (-2.44, -1.10, 0.06)  -1.48
O (1.79, -1.40, -3.26)  -0.65
H (-2.97, -0.96, 1.01)  0.35
O (-0.15, 2.34, 2.53)  -0.68
H (-0.98, 2.36, 2.01)  0.34

Output
Lowest unoccupied orbital energy, eV: 0.577
Net charge: 0
SMILES: CC=C(C)C.O.O.O
HOMO, eV: -9.32
Orbital gap, eV: 9.90



Short version: model 2 is the most stable of them.



Model 1:
C30H51CuN2O2P2 | ωB97M-V/def2-TZVPD

Last column: Mulliken charge in e.
Cartesian coordinates (Å):
C (1.44, 4.02, 0.97)  -1.54
O (0.60, 1.08, 2.43)  -0.60
H (2.43, 4.43, 1.23)  0.52
C (-0.04, -3.18, -2.47)  -1.53
Cu (-0.03, -0.23, -0.23)  0.21
H (3.08, 2.28, -1.51)  0.35
H (4.08, -0.45, -4.38)  0.45
H (-2.58, 2.24, 0.79)  0.39
H (-1.46, 2.46, -4.68)  0.26
C (-0.09, 0.54, 1.56)  0.34
H (-1.20, -2.60, 2.49)  0.22
H (-0.51, -5.35, 0.17)  0.35
P (0.52, -2.38, 0.18)  0.07
H (-1.60, 1.49, -6.15)  0.51
H (-0.46, -3.90, 3.46)  0.52
C (1.56, 4.56, -1.53)  -1.49
H (-2.48, -3.97, -1.52)  0.55
C (1.67, -4.48, 1.73)  -1.49
H (1.01, -1.32, 2.99)  0.37
H (-2.91, 4.23, -2.35)  0.59
H (-0.67, -3.76, -3.16)  0.71
H (1.68, -2.77, 3.77)  0.60
H (-1.34, 4.37, 1.02)  0.36
H (-0.81, 5.31, -0.42)  0.27
C (-2.76, 2.45, -0.27)  -1.85
C (2.21, -2.35, -0.54)  -2.11
H (-2.13, 2.70, -2.87)  -0.11
H (2.55, -2.00, 2.43)  0.35
C (-1.97, 3.63, -2.32)  -1.49
H (-0.18, -2.12, -2.71)  -0.15
H (2.62, 4.77, -1.77)  0.45
C (-3.57, 0.59, -4.30)  -1.51
H (1.01, -3.44, -2.69)  0.25
C (-1.24, -0.10, 1.38)  0.87
H (-2.20, -2.25, -1.15)  0.11
C (2.35, 0.58, -3.66)  -0.87
C (1.56, -2.25, 2.80)  -1.62
H (-0.21, 1.27, -5.07)  0.19
H (-3.96, 1.30, -5.03)  0.38
C (2.83, 2.61, -0.50)  -1.61
P (0.04, 2.34, -0.77)  -0.06
H (4.10, -2.07, -2.42)  0.60
C (3.34, -1.31, -2.54)  -0.83
H (-2.29, -3.44, 0.17)  0.26
H (-0.58, -5.59, -1.57)  0.53
H (-1.13, -4.26, 1.86)  0.28
N (-1.57, -0.17, -1.79)  0.29
C (0.85, 2.05, -2.38)  -0.85
C (2.31, -1.23, -1.61)  0.06
H (0.98, -5.19, -0.82)  0.32
C (-1.65, 3.33, -0.87)  2.35
C (0.81, -3.21, 1.86)  2.43
H (1.12, -5.33, 1.30)  0.35
H (-4.09, -0.38, -4.35)  0.40
C (-1.29, 1.46, -5.09)  -1.31
H (-3.84, 1.03, -3.31)  0.31
H (2.26, 1.26, -4.52)  0.50
O (-2.34, -0.36, 1.82)  -0.52
C (-0.10, -4.99, -0.78)  -1.92
C (-0.58, -3.51, 2.44)  -1.63
H (3.66, 3.24, -0.16)  0.72
H (2.50, -3.34, -0.95)  0.72
H (-1.21, 4.24, -2.82)  0.28
C (-2.05, 0.34, -4.34)  2.16
H (-2.53, 5.11, -0.05)  0.54
H (2.94, -2.14, 0.27)  0.77
N (1.45, -0.22, -1.62)  1.27
H (1.08, 5.48, -1.19)  0.37
C (-1.57, -0.99, -4.94)  -1.78
C (-1.85, 0.11, -2.89)  -0.87
H (2.57, -4.31, 1.13)  0.25
H (0.70, 4.82, 1.06)  0.35
C (-0.44, -3.52, -1.03)  2.13
C (1.54, 3.46, -0.44)  1.96
H (-1.85, -1.18, -5.98)  0.45
H (-3.72, 3.00, -0.35)  0.57
H (1.10, 4.27, -2.48)  0.14
H (-2.87, 1.50, -0.80)  0.16
H (1.99, -4.78, 2.73)  0.53
H (1.20, 3.22, 1.69)  0.13
C (3.32, -0.40, -3.61)  -1.09
C (-1.94, -3.28, -0.86)  -1.60
C (-1.56, 4.61, -0.03)  -1.92
H (-0.47, -0.97, -4.88)  0.30
C (1.49, 0.78, -2.56)  -0.58
H (0.53, 2.62, -3.24)  0.76
H (2.76, 1.73, 0.16)  0.06
H (-1.91, -1.83, -4.33)  0.42

Output
Lowest unoccupied orbital energy (spin up / spin down), eV: -4.910 / -4.834
2S+1: 2
Net charge: +1
HOMO (spin up / spin down), eV: -9.26 / -9.08
Orbital gap (spin up / spin down), eV: 4.35 / 4.24



Model 2:
C30H51CuN2O2P2 | ωB97M-V/def2-TZVPD

Last column: Mulliken charge in e.
Cartesian coordinates (Å):
C (-4.46, 2.48, 0.66)  -1.75
H (1.60, -0.75, 4.35)  0.28
C (2.60, 0.53, -2.62)  -1.63
H (-0.21, 3.11, -2.23)  0.11
H (3.16, -0.71, 2.93)  0.51
H (3.62, -2.44, 3.82)  0.22
C (-3.98, 1.24, -0.09)  2.20
O (-1.95, -1.58, 2.89)  -0.60
C (2.48, -3.24, 0.43)  2.52
H (-3.17, 0.37, 1.75)  0.42
H (2.26, 2.47, -4.43)  0.53
H (3.84, -4.89, 0.34)  0.56
H (0.94, -2.03, 5.38)  0.61
H (-0.54, -3.60, 3.22)  0.28
H (1.52, 0.15, -5.10)  0.44
H (-1.07, 4.26, -3.29)  0.64
C (2.48, 1.79, 2.48)  -0.87
H (0.19, 4.05, 1.42)  0.52
C (2.67, -0.65, 1.95)  -1.92
H (2.73, -3.33, 5.07)  0.54
C (1.83, 3.02, 2.37)  -0.97
H (-3.47, 4.43, -1.29)  0.38
C (2.84, -3.19, 3.98)  -1.53
C (1.41, -3.96, -0.42)  -1.74
C (0.71, 3.10, 1.57)  -1.22
H (0.58, -0.84, -3.94)  0.26
C (-3.85, 0.11, 0.94)  -2.13
H (0.77, -4.74, 2.78)  0.25
H (-1.10, 4.47, -1.53)  0.38
C (-3.56, 3.78, -2.18)  -2.03
H (-3.31, 1.34, -3.59)  0.34
H (3.75, -3.01, -1.30)  0.60
H (0.47, -4.33, 4.49)  0.51
O (-2.11, -3.13, -0.06)  -0.56
H (-3.51, -0.82, 0.49)  0.32
C (-1.38, -1.75, 1.82)  1.14
C (-2.36, 2.84, -2.30)  2.21
H (-5.10, 1.51, -1.98)  0.29
H (-5.44, 2.25, 1.11)  0.54
H (1.84, 3.14, -2.86)  0.42
H (-2.49, 2.66, -4.45)  0.52
N (-0.11, -0.04, -1.27)  -0.67
H (2.90, 1.08, -1.71)  0.39
C (-4.95, 0.78, -1.18)  -1.71
C (3.36, -2.38, -0.48)  -2.29
C (0.17, 1.96, 0.91)  0.33
H (-4.61, -0.16, -1.64)  0.37
H (3.40, 1.67, 3.05)  0.52
H (0.83, -3.25, -1.03)  0.07
H (-3.77, 2.75, 1.46)  0.33
H (2.79, -4.97, 1.76)  0.34
C (1.47, -2.75, 3.43)  1.90
N (0.76, 0.74, 1.18)  1.00
H (-3.55, 4.44, -3.06)  0.50
H (-0.16, 0.57, -4.70)  0.53
H (3.17, -4.15, 3.57)  0.38
P (1.56, -2.09, 1.65)  1.33
H (4.17, -3.81, 1.70)  0.35
C (1.91, 0.68, 1.87)  0.61
H (-0.07, -1.33, 4.11)  0.28
C (-2.44, 1.99, -3.58)  -1.64
C (0.48, -3.93, 3.47)  -1.51
Cu (-0.05, -0.98, 0.53)  -0.53
H (4.23, -1.97, 0.05)  0.37
H (-5.94, 0.59, -0.73)  0.50
C (0.24, 0.90, -1.94)  0.06
H (-4.60, 3.35, 0.01)  0.32
C (0.95, -1.63, 4.36)  -1.64
C (1.49, 2.47, -3.65)  -2.10
H (-1.54, 1.36, -3.67)  0.15
H (-4.84, -0.08, 1.39)  0.60
H (0.71, -4.53, 0.20)  0.32
C (1.27, 1.06, -3.14)  2.41
C (-1.46, -2.37, 0.62)  -0.31
H (3.49, -0.64, 1.22)  0.51
C (-1.11, 3.72, -2.33)  -1.71
C (-0.90, 2.24, 0.00)  -0.88
H (2.22, 3.90, 2.88)  0.41
H (-4.53, 3.27, -2.16)  0.40
C (0.78, 0.18, -4.29)  -1.72
H (-1.30, 3.24, 0.24)  0.70
H (2.79, -1.56, -0.92)  0.16
H (1.92, -4.66, -1.10)  0.59
P (-2.21, 1.50, -0.92)  0.31
H (2.51, -0.53, -2.37)  0.30
C (3.36, -4.28, 1.12)  -1.99
H (0.58, 2.88, -4.11)  0.32
H (3.41, 0.65, -3.36)  0.51

Output
Lowest unoccupied orbital energy (spin up / spin down), eV: -3.736 / -4.498
2S+1: 2
Net charge: +1
HOMO (spin up / spin down), eV: -9.76 / -9.71
Orbital gap (spin up / spin down), eV: 6.03 / 5.21



Short version: model 1 is the most stable of them.